[1]
Computed, not measured: a molecular structure, C28H35N2Na2O13P, with wB97M-V/def2-TZVPD.

Structure (XYZ):
```
81
Properties=species:S:1:pos:R:3
H 1.6290 -1.5314 5.2314
C 3.1400 -0.9041 6.8637
C -3.0304 -0.5326 -2.1537
C -6.0240 -2.4024 -5.3316
C -1.0967 2.6914 -0.3558
H 4.1480 2.5176 7.3800
C 0.4443 2.3142 -0.6180
H -2.0850 -3.8565 -8.8337
C 1.5662 3.3441 -0.0257
H -5.5570 -6.1944 -7.5150
H -5.4645 -5.3749 -9.1161
P -4.2706 -3.5586 -7.0322
C 0.8571 0.9698 -1.3907
H 3.4805 0.7132 8.3972
O -3.4796 -4.9199 -7.7362
C 2.4228 0.7186 -1.5822
H -6.8719 -2.9704 -5.7175
C -1.8052 0.4073 -1.6668
H 3.3808 2.5995 4.6176
C 1.9218 4.5574 4.0522
O 5.3702 5.5524 6.3099
H 1.3254 -1.3728 -2.8745
H 1.7178 0.1426 8.2438
H 0.9623 -1.7407 7.0047
Na -1.1852 3.5198 5.7926
H -3.3287 2.0587 -0.7211
C 3.1498 2.7603 6.8454
C -0.5777 -1.7250 -4.0131
O -2.3222 4.8734 0.2159
O -5.0481 -2.1867 -6.3411
C 1.8924 -1.8182 6.3212
O 2.8326 4.6766 5.1347
O 4.0189 -0.5660 5.7507
H 4.3925 1.2321 -0.4965
H 2.6103 3.6007 7.4518
C -2.2313 1.7497 -0.8976
Na -2.4985 1.6553 -3.9008
C -0.2936 -0.0198 -1.9132
H 3.7543 -1.5826 7.5806
O 1.5639 -3.4755 -0.1114
H -5.5953 -2.9071 -4.4638
C -0.3234 4.2938 1.7200
H 2.2006 -2.9420 6.2968
H 4.0020 -1.3457 5.1261
H -1.5491 -4.3715 -7.2064
O -3.9067 -4.0947 -5.6477
H -7.0091 -5.5266 -8.2714
H 2.8348 0.6309 -2.6690
H -5.1064 -1.8521 -2.2507
C -5.9358 -5.3757 -8.1302
H 3.4082 3.7562 2.3275
H 0.0114 5.3797 5.3220
H 3.2449 -0.0648 0.4169
H -6.3909 -1.4259 -5.0050
N 2.2578 1.5602 6.7293
H 4.8940 5.5579 5.4877
C 3.5360 3.4260 5.4045
C -0.7366 4.8250 3.1390
C 0.1854 -1.3693 -2.6335
H 4.6835 3.6483 5.4428
O 2.7340 -3.2532 -1.9121
C 1.2192 3.9103 1.4655
H -1.8401 5.0950 3.3529
C 3.3944 0.6317 -0.5069
C 2.3188 4.0397 2.5849
H -1.3779 -2.5424 -3.7816
O -5.7460 -4.1266 -7.4910
C 2.6634 0.4355 7.6275
N 2.6336 -3.1661 -0.6719
O 2.5947 3.7047 -0.6798
H 2.1250 1.2542 5.7531
C -2.1260 -4.6570 -8.0912
H 0.9716 -2.9425 -4.3065
O 3.5982 -2.7663 0.0043
C -1.3634 4.0636 0.4860
H -1.6939 -5.5623 -8.5232
C 0.3927 4.9626 4.2916
O 0.4054 -2.3839 -4.8971
H 0.0495 -2.2249 -1.8471
H -1.0168 -0.8245 -4.5766
C -4.0525 -1.3728 -2.2648
```

For the HOMO energy, the calculation gives -4.9 eV. As for the total charge: 0. As for the spin multiplicity: 1.


[2]
Computed, not measured: a gas-phase ion, C5H11N3S2 (charge +2), with wB97M-V/def2-TZVPD.

Structure (XYZ):
```
21
Properties=species:S:1:pos:R:3
C 0.8064 2.4172 0.4677
S -3.3391 -0.4090 -0.2286
C -1.6815 -0.7607 0.0918
H -1.9622 -3.6964 -1.4916
C 2.8157 1.0587 0.5298
C 0.6740 -0.0093 0.5379
H 3.2419 1.9549 0.9258
H -1.0711 1.0903 0.8806
H 1.1253 -1.0515 0.4422
H -1.9282 -2.0017 -2.3448
H 0.6217 2.8121 1.4316
N -1.2463 -1.9031 -0.4706
N 1.4042 1.0887 0.5875
N -0.6864 0.1030 0.6006
H -0.2577 -2.2277 -0.2966
C -2.1285 -2.5864 -1.3948
S -3.8395 -2.3175 -0.9426
H 1.4867 3.0981 0.1147
H 3.0376 0.8330 -0.5284
H -0.1744 2.3806 -0.0749
H 3.1015 0.1267 1.1627
```

For the HOMO energy, the calculation gives -16.7 eV. The energy above the lowest of the compared OMol25 structures with the same formula, charge and spin is 0.0 kJ/mol. As for the total charge: +2. As for the spin multiplicity: 1. As for the SMILES: C[N+](C)=C/[NH+]=C1\NCSS1.


[3]
Computed, not measured: a molecular structure, C3H7NS2, with wB97M-V/def2-TZVPD.

Structure (XYZ):
```
13
Properties=species:S:1:pos:R:3
N -0.0083 -0.1097 -1.5020
S -0.7351 1.3748 1.2015
H -0.9645 -0.6780 2.4226
H 0.9845 -1.2016 0.1274
C -1.3672 -0.2930 1.2822
C 0.8143 1.0962 0.3479
H -2.5283 -0.1781 1.3394
H 0.1050 0.3911 -2.5088
C 0.9344 -0.2356 -0.4724
H -0.4315 -1.1425 -1.7014
H 1.9655 -0.2826 -0.9600
S 1.9910 2.2327 0.2150
H -0.7597 -0.9736 0.2086
```

For the HOMO energy, the calculation gives -8.4 eV. The energy above the lowest of the compared OMol25 structures with the same formula, charge and spin is 375.1 kJ/mol. As for the total charge: 0. As for the spin multiplicity: 1.


[4]
Computed, not measured: a molecular structure, C31H24F5N3O5PtS4SbTe, with wB97M-V/def2-TZVPD.

Structure (XYZ):
```
75
Properties=species:S:1:pos:R:3
C -5.4125 -1.0524 -3.2652
H -2.8479 -6.0276 1.3017
F 1.7394 -2.1415 -1.3726
H -4.1675 -2.4226 -2.1915
C -3.0384 -2.8394 0.1890
Pt 0.0201 1.2668 0.9147
C -5.5221 0.2107 -3.8253
C -1.8422 -2.7907 -0.5158
H 6.3666 4.5353 1.5995
H 0.1439 -3.8988 -5.4354
C -1.3628 -5.0553 0.0979
C 0.8013 -1.8762 -5.7201
S -0.9183 -0.2890 2.4279
C 3.7114 4.0779 1.7655
C -0.3759 -2.6547 -3.7715
C -4.2401 -1.4306 -2.6212
C -3.1695 -0.5458 -2.5283
H -3.6755 -1.9648 0.2527
C -0.9878 -3.8878 -0.5499
N -1.2870 -3.0312 4.9595
H 2.7730 2.0573 4.9100
C 4.7222 3.4899 2.5191
H 3.9612 4.6328 0.8691
C -0.3700 -2.4989 4.5126
C 0.3174 -0.3466 -3.9283
C 0.5843 -0.8673 3.0156
C 2.0545 3.1938 3.2473
H -4.3234 -4.0485 1.4044
C 2.0619 -2.1656 4.4600
C -3.4013 -4.0110 0.8391
C 0.7656 -1.8245 3.9588
C 0.1865 -2.9012 -5.0168
H 6.8409 3.4405 2.9098
C 2.3819 3.9399 2.1236
H -6.4409 0.5092 -4.3144
F 0.6064 -1.9111 0.6432
H -2.1746 3.3514 1.3107
C 4.3753 2.7884 3.6697
C -4.4534 1.0945 -3.7534
O -0.1839 4.1210 4.2072
O 0.3492 1.7169 4.4750
H -0.0168 -3.8120 -1.0231
C -2.5679 -5.1181 0.7855
H 1.6135 4.4054 1.5217
C -0.4503 4.0735 0.3560
H -6.2452 -1.7432 -3.3158
C -3.2862 0.7199 -3.1050
H 0.3923 0.6424 -3.4937
H -4.5350 2.0845 -4.1840
H 1.2348 -2.0727 -6.6924
Sb -1.3488 -0.9804 -1.4530
S -2.0351 0.8010 -0.0311
H 6.3666 2.7923 1.3404
H 5.1508 2.3275 4.2703
H -0.6969 -5.9087 0.0885
H -1.3018 4.5682 2.2959
O 0.6275 0.1855 -0.9548
C 0.8591 -0.5991 -5.1800
C -0.2921 -1.3803 -3.2294
Te 2.0062 -0.7686 -0.0359
C 6.1565 3.5757 2.0723
O 0.0652 3.0259 -0.2327
H 1.3298 0.2047 -5.7316
S 0.3543 2.9034 3.6637
F 3.1428 -2.0960 0.6766
H -0.8724 -3.4566 -3.2404
H -2.4695 1.4299 -3.0330
F 2.7079 1.0624 0.1698
N 3.0917 -2.4419 4.8918
C -1.1942 3.7159 1.6368
C 3.0484 2.6348 4.0376
O -0.3888 5.2076 -0.0819
N -0.4415 2.6318 2.2719
S 1.9117 0.0486 2.3279
F 3.5153 -0.6064 -1.1631
```

For the HOMO energy, the calculation gives -6.3 eV. The energy above the lowest of the compared OMol25 structures with the same formula, charge and spin is 335.5 kJ/mol. As for the total charge: -1. As for the spin multiplicity: 1.


[5]
Computed, not measured: 3 unconnected molecules or ions with the total composition C18H40BrN2, with wB97M-V/def2-TZVPD.

Structure (XYZ):
```
61
Properties=species:S:1:pos:R:3
C 19.3357 -8.8348 -10.1912
H 4.3346 -7.9925 -8.8846
N 6.2279 -6.8144 -8.7137
H 18.6665 -11.2111 -11.8596
H 16.6591 -12.1646 -10.2969
C 6.1962 -5.9804 -7.4012
C 19.2347 -11.3241 -10.9363
H 6.5190 -5.4031 -4.4499
H 6.0398 -4.9426 -9.6522
C 5.3974 -8.1889 -8.7432
H 5.8104 -8.3805 -10.8420
H 7.3502 -7.5357 -6.5125
C 14.5416 -10.8449 -11.3084
H 20.8219 -9.2158 -7.5682
C 5.4567 -5.8634 -9.6704
H 5.5531 -8.7761 -7.8382
C 16.3486 -11.3704 -9.6180
C 19.2604 -10.4436 -8.4553
H 8.4539 -7.0291 -8.2773
H 15.0734 -11.4902 -12.0076
C 7.6339 -8.5709 -9.5665
C 6.1422 -8.8410 -9.9115
H 16.9955 -9.7536 -11.0494
H 14.2694 -11.9539 -9.2556
C 8.0277 -6.7900 -4.0049
C 20.8324 -8.9617 -9.7914
H 20.2879 -11.2181 -11.1963
H 8.5352 -7.6891 -4.3544
C 7.7436 -7.1719 -9.0916
H 21.3001 -7.9815 -9.6988
H 13.4928 -11.1271 -11.4009
H 18.8045 -8.1672 -9.5128
H 8.1908 -8.7933 -10.4767
H 7.4084 -7.1865 -3.2003
H 14.5161 -10.2541 -9.3654
H 7.9765 -5.0635 -5.3323
H 16.4277 -11.6519 -8.5680
Br 10.7601 -10.0587 -10.9233
H 6.7384 -5.0730 -7.6670
H 21.5914 -10.4604 -8.4326
H 21.4202 -9.4890 -10.5427
H 18.9885 -12.2735 -10.4610
H 4.4194 -5.7365 -9.3606
H 8.0248 -9.2309 -8.7920
H 5.2147 -5.7285 -6.9995
C 17.1751 -10.1506 -10.0503
H 19.1249 -11.4927 -8.1928
H 7.9461 -6.5438 -9.9591
C 7.2896 -5.8668 -5.0657
H 16.9574 -9.3077 -9.3944
H 19.3621 -8.5802 -11.2507
N 18.7221 -10.2792 -9.9624
H 18.6254 -9.7499 -7.9042
H 5.8342 -7.2623 -5.7948
H 5.2981 -6.2230 -10.6870
H 8.7064 -6.1053 -3.4965
C 20.7078 -9.8229 -8.4663
H 5.8473 -9.8753 -10.0886
C 6.6961 -6.7253 -6.1909
C 14.8627 -11.2023 -9.7765
H 14.8238 -9.8230 -11.5615
```

The expectation value of S² is 0.750. For the HOMO energy (spin up / spin down), the calculation gives -1.6 / -6.4 eV. As for the total charge: 0. As for the spin multiplicity: 2.


no.,electronic energy (eV)
1,-77291.9178
2,-31485.7789
3,-26381.2874
4,-121249.6893
5,-92330.0586